(1)
89
Properties=species:S:1:pos:R:3 method="wB97M-V/def2-TZVPD" charge=+1 lumo_ha=-0.183 homo_lumo_gap_ev=5.61 total_energy_ev=-108226.887
Zn 1.71572 1.91375 1.97424
C -0.94234 0.88892 -0.60848
C 0.08134 0.00855 0.08891
O 0.97639 0.61137 0.95266
H -1.87235 0.34729 -0.79387
H -0.56617 1.24465 -1.56707
H -1.19868 1.72121 0.05298
H 0.58095 -0.58047 -0.70072
H -0.39275 -0.80995 0.65359
F -1.26457 -4.67354 1.25729
C -0.01567 -5.16346 1.20201
C 0.18229 -6.53268 1.18945
C 1.47232 -7.00829 0.98551
C 2.55946 -6.14880 0.96888
C 2.35391 -4.78059 1.06480
C 1.05467 -4.29681 1.17554
H -0.70938 -7.14619 1.17919
H 1.55203 -8.08755 0.94540
H 3.55266 -6.52267 0.75568
H 3.14412 -4.04251 1.05146
H 0.87414 -3.22909 1.25447
F 2.17487 -0.22770 -4.19771
C 2.39370 1.09559 -4.31823
C 1.37494 2.00473 -4.11091
C 1.67543 3.35367 -4.23676
C 2.96310 3.78811 -4.54577
C 3.99747 2.85786 -4.57708
C 3.68740 1.50269 -4.57841
H 0.38170 1.73120 -3.78038
H 0.90141 4.11205 -4.23824
H 3.14562 4.85497 -4.56105
H 5.02119 3.18134 -4.71357
H 4.52072 0.82554 -4.71331
F -5.01665 3.58256 -1.84209
C -3.85257 4.19516 -2.10964
C -2.67830 3.48775 -2.03574
C -1.45331 4.12254 -2.14988
C -1.43846 5.50191 -2.28283
C -2.62737 6.21097 -2.36941
C -3.84757 5.57046 -2.25185
H -2.74339 2.43044 -1.80438
H -0.54941 3.54140 -2.02113
H -0.52558 6.08518 -2.29650
H -2.56834 7.28954 -2.42937
H -4.74413 6.15010 -2.07403
F -2.28621 -2.34690 4.85103
C -2.91210 -1.30839 4.26045
C -4.00660 -0.74199 4.88151
C -4.72501 0.22621 4.17819
C -4.29098 0.65778 2.93645
C -3.05023 0.23260 2.43306
C -2.43939 -0.85552 3.04765
H -4.38292 -1.02641 5.85338
H -5.71351 0.51843 4.50958
H -4.75837 1.41458 2.31743
H -2.75454 0.67024 1.49092
H -1.52409 -1.21942 2.59399
F -6.18747 -3.28042 1.23793
C -5.26118 -3.06725 0.28412
C -5.57477 -3.17440 -1.04920
C -4.57578 -3.08471 -2.01225
C -3.31460 -2.67336 -1.58974
C -3.02460 -2.49710 -0.24646
C -3.97672 -2.77435 0.72329
H -6.59575 -3.35030 -1.37014
H -4.78594 -3.13733 -3.07003
H -2.58179 -2.41341 -2.34576
H -2.02799 -2.18106 0.03845
H -3.90517 -2.67086 1.79675
C 4.37212 -0.30238 4.64007
C 3.45013 -0.31947 3.45965
O 2.51650 0.45666 3.30723
C 3.51163 -1.48334 2.49961
H 5.38680 -0.45994 4.27476
H 4.06486 -1.14548 5.26070
H 4.30526 0.66339 5.13252
H 2.72170 -2.12290 2.90444
H 4.51096 -1.89938 2.44101
H 3.15509 -1.12612 1.53424
C 4.08859 0.90577 -1.01735
C 4.08473 2.03472 -0.05868
O 3.49452 1.89804 1.01972
C 4.75077 3.30109 -0.43823
H 3.27426 1.09915 -1.72958
H 3.78731 -0.01650 -0.52522
H 4.99653 0.77045 -1.59895
H 4.55028 4.14848 0.21241
H 4.47438 3.60876 -1.45076
H 5.82877 3.11115 -0.46191

(2)
89
Properties=species:S:1:pos:R:3 method="wB97M-V/def2-TZVPD" charge=-1 lumo_ha="0.087 / 0.081" homo_lumo_gap_ev="2.41 / 6.27" s2=15.84 multiplicity=8 total_energy_ev=-91308.277
Gd -1.30754 -0.26325 -0.96464
Cl -3.80832 0.21881 0.92253
N -0.34630 2.15107 -1.53094
N -0.61501 -2.60897 -1.29478
C -1.22554 2.81883 -2.25951
C -1.13853 -3.33827 -2.26230
C 0.76118 3.09859 -1.23128
C 0.10892 4.45565 -1.46691
C 1.90489 2.83439 -2.21151
C 1.16804 2.84062 0.19942
H 1.57926 2.99786 -3.25027
H 2.26182 1.79856 -2.11621
H 2.73859 3.51877 -2.00019
H 0.31954 3.07489 0.85752
H 2.04080 3.44841 0.47640
H 1.40286 1.77638 0.32491
C 0.34490 -3.46577 -0.55633
C 0.35763 -4.75882 -1.36242
C -0.22810 -3.66260 0.83125
C 1.69434 -2.77881 -0.54982
H 2.01454 -2.59437 -1.58757
H 2.43110 -3.42681 -0.05215
H 1.62767 -1.81471 -0.02390
H -1.19521 -4.18386 0.74962
H -0.38410 -2.68306 1.30587
H 0.46416 -4.25653 1.43999
O -0.70295 -4.58158 -2.36934
H 0.10911 -5.65296 -0.78538
H 1.28919 -4.91918 -1.91404
O -1.07949 4.13524 -2.29573
H 0.70643 5.17963 -2.02644
H -0.25611 4.91661 -0.54059
C -2.25213 2.07084 -3.07564
C -2.10893 -2.72856 -3.25423
C -1.45308 -1.49412 -3.86028
H -3.00793 -2.50121 -2.64771
H -2.39125 -3.51005 -3.99281
C -1.23365 -0.30341 -3.19234
C -1.54052 0.90308 -3.78528
H -3.06179 -0.84321 0.48301
C -0.84583 0.99908 -5.00775
C -0.38098 -0.21010 -5.62324
C -0.73476 2.36024 -5.66433
C -0.73404 -1.49117 -5.06977
H 0.03025 -0.16207 -6.64225
C -0.50968 -2.80485 -5.77851
H -0.00788 -2.55894 -6.74955
H -1.53212 -3.24924 -5.93024
H 0.09954 -3.51690 -5.14243
H -1.75794 2.81432 -5.61390
H -0.41198 2.14594 -6.71227
H -0.00684 3.02252 -5.10999
H -2.73413 2.76433 -3.80755
H -3.03134 1.76740 -2.34813
N 0.02476 -0.27652 0.71810
P 0.24846 0.04660 2.23602
C 1.79844 0.84488 2.74018
C 1.86031 1.46635 4.00038
C 3.05640 2.03750 4.43533
C 4.21250 1.91497 3.64221
C 4.16819 1.20858 2.43099
C 2.96530 0.67129 1.98118
C -1.00741 1.15754 2.89204
C -2.29862 0.63428 3.10366
C -3.38635 1.48412 3.39041
C -3.17487 2.84053 3.52829
C -1.89247 3.36721 3.38701
C -0.82460 2.53591 3.05653
C 0.32411 -1.29774 3.46346
C 1.37647 -2.22101 3.36289
C 1.53565 -3.23531 4.31605
C 0.65176 -3.30180 5.40535
C -0.34793 -2.34917 5.55375
C -0.49589 -1.32894 4.60755
H 0.98068 1.51824 4.63980
H 3.08500 2.57406 5.38577
H 5.15356 2.36173 3.98211
H 5.07845 1.07570 1.83444
H 2.91852 0.12204 1.03491
H -2.45279 -0.44473 3.06418
H -4.38603 1.05550 3.51062
H -4.02386 3.49751 3.75328
H -1.71596 4.44411 3.53724
H 0.18202 2.97795 2.96790
H 2.09891 -2.14176 2.54467
H 2.34779 -3.95365 4.21103
H 0.76644 -4.10317 6.14567
H -1.02176 -2.37052 6.41887
H -1.23586 -0.56096 4.78802

(3)
96
Properties=species:S:1:pos:R:3 method="wB97M-V/def2-TZVPD" charge=+2 lumo_ha="-0.240 / -0.327" homo_lumo_gap_ev="7.44 / 5.07" s2=0.78 multiplicity=2 total_energy_ev=-85693.356
Hf 0.00177 0.89130 -0.60491
C -0.47176 3.98352 2.18661
C 0.60946 3.35446 1.30184
C 1.33840 4.42334 0.46859
C 1.57880 2.53638 2.12897
C 2.54210 3.19239 2.87550
C 3.42613 2.47874 3.66638
C 3.38816 1.09758 3.67183
C 2.44449 0.38835 2.93840
C 2.57834 -1.12171 2.88513
C 2.28335 -1.76976 4.24336
C 3.99180 -1.50431 2.42467
C 1.50070 1.13069 2.18884
N 0.48859 0.46714 1.44570
C -0.15457 -0.50062 2.01953
C -1.03951 -1.46562 1.41499
C -1.79180 -2.22745 2.32001
C -2.67351 -3.20861 1.91248
C -2.80429 -3.48796 0.55478
C -2.03722 -2.80776 -0.36393
C -1.14145 -1.78591 0.01976
N -0.47328 -1.10847 -0.97569
C -0.06357 -1.82929 -2.09751
C 0.73799 -3.01446 -1.93224
C 1.26118 -3.61884 -3.06467
C 1.01040 -3.13190 -4.33202
C 0.21864 -1.99831 -4.48918
C -0.33058 -1.33913 -3.41015
C -1.20740 -0.14122 -3.73604
C -2.54542 -0.08591 -2.99118
C -0.38471 1.14639 -3.60601
C 1.15005 -3.59188 -0.59755
C 2.67443 -3.69016 -0.46041
C 0.53538 -4.98993 -0.41005
H -1.16005 4.57496 1.58229
H -0.01246 4.63999 2.92234
H -1.04201 3.21888 2.71529
H 0.07537 2.66744 0.61826
H 1.39566 5.36481 1.01124
H 0.82207 4.61353 -0.47313
H 2.35601 4.11129 0.24039
H 2.58765 4.27165 2.85357
H 4.15606 3.00522 4.26212
H 4.11686 0.55980 4.26099
H 1.87628 -1.53541 2.15300
H 2.94454 -1.36815 5.00857
H 2.45470 -2.84298 4.18113
H 1.25686 -1.60585 4.57316
H 4.72512 -1.27998 3.19496
H 4.26610 -0.96377 1.51772
H 4.04794 -2.57154 2.21987
H -0.06314 -0.59334 3.10113
H -1.68741 -2.02229 3.37687
H -3.25754 -3.75265 2.63957
H -3.50720 -4.23722 0.21988
H -2.15627 -2.99826 -1.42293
H 1.87804 -4.49785 -2.94890
H 1.41301 -3.63336 -5.19932
H 0.01398 -1.63649 -5.48648
H -1.46200 -0.23369 -4.79531
H -2.44503 -0.00377 -1.90815
H -3.12924 -0.97986 -3.20859
H -3.11788 0.76806 -3.35305
H -0.01526 1.28230 -2.57255
H -0.96547 2.02447 -3.87438
H 0.48221 1.10829 -4.26325
H 0.79577 -2.95540 0.21369
H 3.09414 -4.44149 -1.12590
H 2.92255 -3.97878 0.55976
H 3.15619 -2.73932 -0.68157
H 0.90883 -5.67583 -1.16785
H -0.54972 -4.96869 -0.47775
H 0.80973 -5.38129 0.56796
O -1.06210 4.07389 -3.03434
S -1.86205 4.04062 -1.85451
O -3.36832 3.50818 -2.32262
N -1.38384 2.54882 -1.05708
C -2.29271 1.97206 -0.29601
O -1.87190 0.91529 0.31463
C -3.68138 2.37922 -0.23287
C -4.54131 1.90796 0.76366
C -5.89211 2.17165 0.68715
C -6.39742 2.88203 -0.39893
C -5.56255 3.34032 -1.40507
C -4.20084 3.10289 -1.31846
H -4.11639 1.34979 1.58572
H -6.55133 1.81918 1.46676
H -7.45695 3.08362 -0.46559
H -5.95052 3.88528 -2.25362
F 2.08462 -0.42480 -0.22578
Sb 3.35368 0.69104 -1.31395
F 1.67029 1.98628 -1.01899
F 2.02717 0.07154 -2.58192
F 4.50597 -0.76830 -1.41387
F 3.92181 1.99825 -2.51569
F 4.00214 1.48070 0.26095

(4)
88
Properties=species:S:1:pos:R:3 method="wB97M-V/def2-TZVPD" charge=-1 lumo_ha="0.094 / 0.052" homo_lumo_gap_ev="6.15 / 6.69" s2=2.01 multiplicity=3 total_energy_ev=-54636.516
Pt 0.10607 -0.56497 0.61102
C -2.52894 -2.33404 -2.74719
C -3.04842 -1.11930 -1.96872
C -4.13026 -0.38683 -2.77402
C -3.56587 -1.48493 -0.58558
C -4.52891 -2.47939 -0.44146
C -5.02814 -2.82359 0.80575
C -4.55538 -2.17259 1.93677
C -3.58763 -1.17721 1.83674
C -3.10466 -0.42626 3.06459
C -4.04599 0.75011 3.34995
C -2.94999 -1.31489 4.30242
C -3.10014 -0.82398 0.56637
N -2.07424 0.13989 0.46913
C -2.35741 1.34694 -0.01098
O -3.46099 1.83906 -0.29383
C -1.11327 2.17802 -0.21132
C -1.13730 3.55836 -0.29188
C 0.06664 4.23201 -0.42360
C 1.25184 3.51228 -0.47906
C 1.18616 2.13604 -0.40274
N 0.02395 1.50007 -0.29453
C 2.40864 1.24657 -0.41954
O 3.47824 1.68548 -0.86039
N 2.14861 0.04227 0.09176
C 3.10969 -0.99130 0.05005
C 3.91306 -1.23652 1.17953
C 4.83830 -2.27412 1.13031
C 4.95341 -3.07377 0.00187
C 4.12624 -2.85026 -1.08889
C 3.19387 -1.81937 -1.08508
C 2.28374 -1.58555 -2.28301
C 1.71448 -2.88504 -2.86293
C 3.02183 -0.78036 -3.36564
C 3.80387 -0.35517 2.41195
C 4.86177 0.75625 2.36122
C 3.89397 -1.15018 3.71587
H -2.11453 -2.01202 -3.70864
H -3.33199 -3.04946 -2.95523
H -1.74168 -2.85091 -2.19504
H -2.20911 -0.44372 -1.83248
H -5.01006 -1.02949 -2.90038
H -3.75418 -0.12524 -3.77026
H -4.43870 0.52563 -2.26093
H -4.90954 -2.98703 -1.32456
H -5.78444 -3.59583 0.89653
H -4.94526 -2.45034 2.91272
H -2.13134 -0.01402 2.81966
H -5.05211 0.38182 3.57927
H -4.11649 1.40823 2.47802
H -3.68892 1.33504 4.20594
H -3.92205 -1.65026 4.68032
H -2.46002 -0.75650 5.10603
H -2.34524 -2.19945 4.08484
H -2.09011 4.06786 -0.24784
H 0.08304 5.31385 -0.48508
H 2.22010 3.98679 -0.57846
H 5.47556 -2.46773 1.98872
H 5.67790 -3.88097 -0.02252
H 4.20634 -3.49906 -1.95875
H 1.44303 -0.99568 -1.93315
H 2.48756 -3.46802 -3.37471
H 0.93292 -2.65653 -3.59530
H 1.27581 -3.50860 -2.07890
H 3.86129 -1.36916 -3.75466
H 3.41927 0.15272 -2.95894
H 2.35167 -0.54556 -4.20121
H 2.82620 0.11536 2.37829
H 5.86757 0.31963 2.34508
H 4.78325 1.41351 3.23606
H 4.73955 1.35732 1.45514
H 4.89547 -1.56990 3.87018
H 3.17545 -1.97539 3.72003
H 3.67242 -0.50024 4.56817
F 0.33802 -7.21178 -0.88822
C 0.20849 -6.02374 -0.25139
C -1.02515 -5.41313 -0.21693
C -1.14883 -4.19633 0.44360
C -0.05662 -3.57226 1.05624
C -0.23275 -2.28316 1.78509
C 1.17292 -4.23326 0.98846
C 1.31146 -5.45834 0.34368
H -1.87667 -5.88935 -0.69022
H -2.12075 -3.70519 0.48878
H -1.24394 -2.21303 2.18405
H 0.48213 -2.16690 2.60415
H 2.04779 -3.77844 1.45137
H 2.27245 -5.95888 0.29105